Density functional theory data (ωB97M-V/def2-TZVPD) for an isolated ion of composition C5H7N2 and charge +1 at a distorted geometry.

The geometry in XYZ format:
```
14
Properties=species:S:1:pos:R:3
C 2.4881 2.0285 0.8244
C 1.4700 1.2776 0.6138
N 0.5054 0.5359 0.5170
C -0.3539 -0.3444 0.0841
C 0.1245 -1.3519 -0.9074
N -1.5553 -0.5841 0.4870
C -2.8082 -0.4828 0.1694
H 3.3052 1.9258 0.2223
H 2.4120 2.8952 1.5870
H 0.5785 -0.8454 -1.7196
H -0.5879 -2.0459 -1.3749
H 0.9474 -1.9018 -0.3913
H -3.5441 -1.0416 0.6860
H -2.9816 -0.0651 -0.7978
```

Results
E_HOMO = -13.791 eV
charge = +1
max |F| = 4.21 eV/A